Record 1
60
Properties=species:S:1:pos:R:3:forces:R:3 method="wB97M-V/def2-TZVPD" lumo_energy_ha="0.15659 / 0.11499" s2=6.04 multiplicity=5 gap_ev="6.35 / 5.06" total_charge=-2
Ru 0.213700 -0.013800 0.307000 0.37 -0.26 0.61
S 3.375500 1.992300 4.106200 -0.05 -0.46 0.02
Sb 1.959600 0.453600 3.133500 -0.16 1.13 -1.05
S 2.486200 0.066700 0.729500 0.18 0.08 0.80
S -0.052500 1.610900 2.512800 0.44 -0.80 0.22
N -2.199800 2.410300 -0.083200 -0.04 0.27 0.20
C -2.646100 1.121600 0.025800 -0.16 -0.88 -0.02
N -3.924100 0.761700 0.032100 0.31 0.86 -0.03
N -3.892200 -0.564900 0.158800 -0.30 -0.48 0.08
N -2.685300 -0.991000 0.218900 -0.01 -0.80 0.10
N -1.846700 0.046800 0.133200 -0.87 1.05 -0.19
C -0.975100 2.691200 -0.631600 0.71 0.13 -0.52
N -0.691100 3.811600 -1.278600 -0.84 -0.18 0.41
N 0.579600 3.663200 -1.660400 0.53 0.26 -0.24
N 1.043000 2.534500 -1.277200 0.97 -0.11 -0.37
N 0.094800 1.870600 -0.616200 -1.03 0.14 0.10
H -2.907100 3.113800 -0.212900 0.02 -0.04 -0.05
C -0.377700 -6.152800 2.979100 -0.03 0.06 0.00
C -0.398700 -4.654000 2.805600 -0.07 -0.05 0.14
C -0.777500 -3.823000 3.848300 0.05 -0.11 0.00
C -0.813700 -2.447700 3.638400 0.03 -0.09 0.00
C -1.174600 -1.497200 4.742000 0.04 0.03 -0.05
C -0.516600 -1.951600 2.390300 0.05 0.10 -0.26
C -0.122100 -2.751900 1.285800 -0.25 -0.19 0.92
C -0.056500 -4.133600 1.569600 0.17 -0.06 -0.28
N 0.162000 -2.078200 0.149800 0.13 1.03 -0.30
C 0.323100 -2.571200 -1.210000 0.00 0.01 -0.44
C 1.671500 -2.079700 -1.778100 -0.13 0.02 -0.04
C 1.828400 -2.483200 -3.243700 0.23 0.03 -0.16
C 1.755900 -4.004800 -3.375400 -0.03 0.05 -0.04
C 0.394200 -4.480400 -2.870900 0.04 -0.27 -0.02
C -0.727200 -3.850400 -3.690400 0.07 0.06 0.02
C -0.638800 -2.333800 -3.549800 -0.17 0.16 -0.17
C 0.712700 -1.856200 -4.078500 -0.01 0.00 -0.01
C -0.787600 -1.942100 -2.082800 0.06 0.02 -0.01
C 0.250400 -4.092800 -1.399600 0.00 0.04 0.04
H -0.538500 -6.431500 4.018600 0.00 -0.03 0.10
H 0.572600 -6.578200 2.654400 0.06 -0.02 -0.01
H -1.164700 -6.619900 2.382700 -0.02 -0.03 -0.01
H -1.045900 -4.236100 4.811800 -0.01 -0.05 0.11
H -1.527900 -2.034500 5.622200 -0.04 0.00 0.05
H -1.943100 -0.806300 4.399200 -0.02 0.10 0.10
H -0.301600 -0.899800 5.022600 -0.11 0.01 0.05
H -0.639900 -0.879700 2.227700 -0.11 -0.25 0.24
H 0.284200 -4.846600 0.843100 -0.02 -0.03 -0.12
H 2.488500 -2.488900 -1.177500 0.01 0.10 0.06
H 1.705100 -0.982400 -1.694600 0.12 -0.28 -0.01
H 2.800800 -2.127500 -3.610000 -0.08 -0.04 0.05
H 2.554200 -4.466300 -2.785900 0.01 -0.04 0.01
H 1.898300 -4.303600 -4.419100 0.02 -0.01 -0.06
H 0.334700 -5.576400 -2.954100 0.02 0.13 0.04
H -1.695900 -4.203500 -3.329900 -0.07 -0.04 0.02
H -0.635700 -4.137700 -4.741800 -0.01 -0.05 -0.09
H -1.445000 -1.864100 -4.127300 0.05 -0.02 0.04
H 0.776900 -0.767900 -4.026200 -0.02 0.08 0.03
H 0.821500 -2.142400 -5.130400 0.04 0.00 -0.06
H -1.761100 -2.249400 -1.689800 0.07 0.12 -0.01
H -0.713100 -0.845600 -1.988400 -0.15 -0.29 -0.06
H 1.068000 -4.563300 -0.850600 -0.04 -0.05 0.05
H -0.704400 -4.458900 -1.016800 0.03 -0.06 0.08

***

Record 2
53
Properties=species:S:1:pos:R:3:forces:R:3 method="wB97M-V/def2-TZVPD" lumo_energy_ha=0.01767 gap_ev=8.91
C -7.406414 -1.877241 0.485950 7.59 -1.37 -11.45
C -7.037213 -0.650523 -0.454487 -5.12 2.85 -0.60
O -5.861542 -0.677273 -1.267999 -6.60 -0.71 -1.30
C -4.743502 -0.669662 -0.707463 3.05 -0.93 -2.36
C -3.694853 -1.063501 -1.691903 3.47 6.14 18.56
C -2.479169 -0.854144 -1.036125 2.33 -2.15 -2.82
C -2.281149 -0.522898 0.392088 8.55 -2.44 -10.81
C -3.263081 -0.123958 0.962579 -8.55 4.84 11.35
C -4.599383 -0.240059 0.545849 2.73 -0.02 1.67
H -5.312876 -0.111454 1.319691 -0.91 0.36 -0.17
H -3.081795 0.334638 2.121331 -0.62 -1.17 -3.18
S -0.637278 -0.113178 0.744238 2.97 -6.42 6.81
O -0.398460 -1.009437 2.019854 -1.38 4.14 -2.83
O 0.421899 -0.554626 -0.132076 -0.70 -0.08 -2.31
N -0.503471 1.439851 0.984103 -0.18 -1.15 7.89
C 0.512565 1.828477 2.122062 1.60 1.36 -6.45
C 1.973853 1.498954 1.376125 -4.37 18.22 4.17
H 2.696841 1.985803 2.049429 0.17 -0.68 -0.11
H 2.188052 0.694203 1.134789 2.81 -13.89 -3.13
C 1.975794 2.425580 0.082203 -0.04 -13.42 -1.53
C 3.198553 1.881688 -0.875798 -3.28 9.41 6.36
O 4.065724 2.703474 -0.897146 3.15 1.65 -2.06
N 3.189614 0.694355 -1.061367 -0.51 -11.69 -3.93
H 2.345166 0.062652 -0.656191 2.57 1.74 -1.79
C 4.309362 0.067350 -1.970530 3.18 4.64 18.87
C 5.046045 -1.047856 -0.785983 -1.70 0.36 -2.25
C 5.292208 -2.552300 -1.158672 -5.00 11.16 -5.68
C 5.919206 -3.042911 -0.260797 5.06 -13.49 7.74
N 6.085313 -2.874799 1.119963 0.80 1.78 -1.71
C 5.892926 -1.643505 1.443419 -1.85 2.62 -2.17
C 5.273599 -0.573789 0.475862 3.28 -10.22 -1.92
H 5.008939 0.291068 0.736693 -1.67 6.96 2.34
H 6.139317 -1.303456 2.412776 -0.01 0.10 1.19
H 6.125296 -4.349417 -0.509016 -0.11 3.69 0.73
H 5.035736 -2.784035 -2.151706 0.09 -0.94 -0.80
H 4.019906 -0.423815 -2.593041 -6.49 -9.79 -12.95
H 5.057182 0.681678 -2.183710 2.59 3.19 -0.88
C 0.753828 2.190512 -0.639161 -1.38 2.75 -7.69
C -0.553429 2.305177 -0.073768 0.66 5.14 3.19
H -0.841654 3.421542 0.315825 0.33 -2.55 -0.92
H -1.303819 1.840430 -0.526697 -3.41 -0.52 -3.82
H 0.646189 1.261976 -1.136697 0.91 -1.10 -0.30
H 0.642739 2.881031 -1.665585 0.94 -1.05 2.26
H 2.087035 3.309676 0.172279 2.11 11.25 1.93
H 0.315243 2.969661 2.193442 0.67 -2.19 0.59
H 0.663921 1.177555 2.879118 -1.34 -1.64 3.05
H -1.499812 -1.073778 -1.689358 -2.11 0.55 1.72
H -3.803359 -1.320007 -2.517730 -2.05 -3.98 -13.23
H -7.966016 -0.422366 -1.286405 2.65 -1.17 2.16
H -7.273836 0.328570 0.217717 1.68 -1.76 -1.53
H -7.507445 -2.705431 -0.284814 0.15 0.41 1.41
H -6.629383 -1.998735 1.063345 3.70 -1.15 3.53
H -8.203087 -1.691733 0.843491 -10.40 2.37 5.16

***

Record 3
54
Properties=species:S:1:pos:R:3:forces:R:3 method="wB97M-V/def2-TZVPD" lumo_energy_ha=0.01988 gap_ev=8.52 smiles="Cn1c(=O)[nH]c(=O)c2c1nc(SCCN1CCOCC1)n2CCc1ccccc1"
C -3.947302 -2.915293 1.087040 -0.02 -0.26 0.15
N -4.172819 -1.663062 0.401075 -0.08 -0.03 0.02
C -5.439682 -1.122106 0.336520 0.08 -0.05 0.03
O -6.404475 -1.649622 0.840380 -0.34 -0.11 0.13
N -5.544174 0.077399 -0.342672 -0.39 0.25 -0.07
C -4.566567 0.838105 -0.990046 0.29 -0.27 0.10
O -4.841912 1.886503 -1.536641 -0.05 0.28 -0.16
C -3.298161 0.191543 -0.874676 -0.29 -0.64 0.45
C -3.139402 -1.009113 -0.196080 0.27 1.16 -0.69
N -1.850750 -1.408447 -0.223522 -0.27 -0.25 0.22
C -1.218934 -0.462940 -0.907165 -0.20 -0.13 -0.12
S 0.474727 -0.476419 -1.275028 0.36 0.04 0.02
C 0.952501 -2.024606 -0.436100 -0.01 0.22 -0.03
C 2.041053 -1.734723 0.584626 -0.11 0.01 -0.06
N 3.150251 -1.024550 -0.018800 0.06 -0.05 0.07
C 3.990457 -0.352864 0.956032 0.23 0.21 -0.18
C 5.009433 0.509203 0.211455 -0.18 0.04 0.38
O 5.813455 -0.270762 -0.640735 0.16 -0.05 0.02
C 5.013305 -0.962443 -1.568942 -0.18 -0.33 -0.13
C 3.984865 -1.853308 -0.871214 0.23 0.21 -0.15
N -2.038812 0.517983 -1.340348 0.08 -0.57 0.11
C -1.672755 1.745278 -1.992059 0.01 0.62 -0.14
C -1.621115 2.901591 -0.978272 0.07 -0.22 -0.08
C -0.709589 2.552968 0.163497 -0.04 0.18 0.02
C 0.653093 2.810077 0.086648 -0.05 0.04 0.06
C 1.499049 2.440517 1.115982 0.07 0.01 0.00
C 0.993265 1.792822 2.230562 0.09 -0.03 0.07
C -0.362114 1.524952 2.314121 -0.02 -0.08 0.07
C -1.207930 1.908097 1.288586 -0.01 0.06 0.00
H -3.548760 -3.651704 0.389295 0.00 -0.02 0.05
H -4.902618 -3.251028 1.485262 0.12 0.02 -0.04
H -3.230534 -2.768595 1.894886 -0.01 -0.05 0.00
H -6.484756 0.455222 -0.375094 0.17 -0.09 0.02
H 0.047777 -2.403592 0.034759 0.12 -0.14 -0.04
H 1.288218 -2.715014 -1.207716 -0.06 -0.07 0.05
H 1.622633 -1.089698 1.361987 0.01 -0.07 0.00
H 2.352700 -2.686476 1.053188 0.00 0.08 0.01
H 3.365448 0.282115 1.584756 0.01 -0.01 0.03
H 4.526761 -1.076426 1.596061 -0.04 0.06 0.01
H 5.688461 1.000037 0.910828 -0.09 0.03 -0.03
H 4.469728 1.266811 -0.376459 0.03 -0.01 0.07
H 5.694496 -1.561069 -2.176013 -0.09 0.03 -0.02
H 4.479986 -0.244937 -2.210541 0.05 -0.07 0.00
H 3.370828 -2.339711 -1.629294 0.02 -0.06 -0.03
H 4.509875 -2.629623 -0.284987 -0.05 0.01 -0.06
H -2.420700 1.965979 -2.757269 0.17 -0.07 0.00
H -0.693991 1.595738 -2.454409 -0.12 0.04 -0.04
H -1.266887 3.793142 -1.496111 -0.05 0.05 -0.01
H -2.633848 3.088374 -0.617778 0.00 0.05 -0.06
H 1.052308 3.307359 -0.785318 0.06 0.07 -0.12
H 2.554793 2.658691 1.048443 0.10 0.02 -0.01
H 1.650639 1.505966 3.039329 0.06 -0.01 0.06
H -0.763082 1.021295 3.181828 -0.03 -0.03 0.07
H -2.268440 1.710345 1.366133 -0.11 -0.02 -0.02

***

Record 4
49
Properties=species:S:1:pos:R:3:forces:R:3 method="wB97M-V/def2-TZVPD" lumo_energy_ha=0.02780 gap_ev=9.02 smiles=C[C@@H]([C@@H](O)c1ccc(O)cc1)N1CCC(O)(c2ccccc2)CC1
C -1.434533 -2.386683 -0.644475 0.21 0.29 -0.09
C -0.743861 -1.031473 -0.474957 -0.21 0.06 0.28
C -1.383351 -0.199427 0.665167 0.03 -0.32 -0.26
O -0.705142 1.027601 0.782466 0.05 0.29 0.02
C -2.841248 0.054767 0.380477 0.14 0.05 0.21
C -3.207843 1.044601 -0.520068 0.03 -0.09 0.09
C -4.538609 1.279275 -0.808990 -0.16 -0.01 -0.04
C -5.528774 0.517249 -0.201422 0.31 -0.03 0.03
O -6.852437 0.709067 -0.459326 -0.19 0.04 -0.02
C -5.169178 -0.475617 0.703988 -0.33 0.11 -0.15
C -3.837285 -0.696417 0.991536 0.11 0.16 -0.12
N 0.699561 -1.089593 -0.253708 0.04 -0.04 -0.01
C 1.449737 -1.163503 -1.500579 0.02 0.09 -0.25
C 2.902448 -1.575135 -1.263236 -0.03 0.09 0.26
C 3.398304 -1.048872 0.097770 -0.35 -0.19 -0.24
O 4.746373 -1.444837 0.320673 0.26 -0.10 0.02
C 3.298359 0.471079 0.116532 0.11 0.02 0.08
C 2.520317 1.183529 1.018425 0.14 0.00 0.00
C 2.468909 2.567401 0.976732 -0.04 0.07 0.06
C 3.203628 3.268309 0.038457 0.00 0.07 -0.02
C 3.996391 2.572618 -0.857718 0.08 0.07 -0.06
C 4.041049 1.191509 -0.816978 -0.07 -0.06 0.03
C 2.579117 -1.776468 1.173532 0.08 0.12 -0.14
C 1.149018 -2.084413 0.705415 0.06 -0.05 0.10
H -0.918655 -2.982980 -1.394351 0.02 -0.11 -0.05
H -2.460174 -2.235999 -0.969480 -0.08 -0.06 -0.03
H -1.447689 -2.938930 0.291744 -0.02 -0.12 0.11
H -0.885146 -0.450450 -1.394595 0.00 0.02 0.09
H -1.297610 -0.761384 1.611121 -0.07 -0.02 -0.13
H 0.222154 0.850055 0.560421 -0.03 -0.10 -0.06
H -2.440168 1.646530 -0.980855 0.09 0.09 -0.04
H -4.813368 2.058518 -1.508473 -0.03 0.07 -0.06
H -6.959024 1.435546 -1.085107 0.05 -0.10 0.09
H -5.947306 -1.055777 1.173929 -0.10 -0.07 0.07
H -3.569400 -1.464474 1.702376 0.04 -0.08 0.10
H 1.416319 -0.167514 -1.957293 -0.01 -0.10 -0.06
H 0.994993 -1.874204 -2.210554 0.00 0.07 0.03
H 3.522774 -1.198992 -2.077520 0.04 -0.02 0.00
H 3.000801 -2.662011 -1.250038 0.05 -0.02 0.01
H 5.328178 -0.905227 -0.225969 -0.03 0.00 0.06
H 1.945126 0.671703 1.771914 -0.08 -0.09 0.07
H 1.845184 3.094844 1.682485 -0.06 0.05 0.07
H 3.162254 4.346672 0.005331 -0.01 0.09 0.00
H 4.581140 3.105145 -1.593841 0.04 0.05 -0.05
H 4.665427 0.674645 -1.534599 0.03 -0.06 -0.09
H 2.583986 -1.205220 2.099312 0.00 -0.01 0.06
H 3.104225 -2.711228 1.375653 0.00 0.03 0.00
H 0.477318 -2.066984 1.564593 -0.02 -0.10 -0.02
H 1.113934 -3.098399 0.276038 -0.07 0.01 0.07